[1]
{"formula": "CH5N2", "method": "ωB97M-V with the def2-TZVPD basis set", "species": ["N", "C", "N", "H", "H", "H", "H", "H"], "coordinates": [[0.369, -0.905, -0.631], [0.321, 0.351, -0.195], [-0.542, 0.669, 0.747], [-0.328, -1.618, -0.317], [1.100, -1.320, -1.237], [1.009, 1.128, -0.548], [-0.639, 1.642, 1.076], [-1.290, 0.053, 1.105]], "lowdin_charge": [0.440, 0.034, 0.429, 0.222, 0.227, 0.212, 0.221, 0.216], "total_charge": 2, "orbital_gap_ev": [14.2, 10.3], "spin_multiplicity": 2, "relative_energy_ev": 0.0000}

[2]
{"formula": "CHBrFNO", "method": "ωB97M-V with the def2-TZVPD basis set", "species": ["C", "N", "O", "F", "Br", "H"], "coordinates": [[0.320, 0.567, 0.410], [0.018, 0.744, -3.340], [0.877, 1.450, -3.079], [-0.309, 1.709, 0.889], [1.735, 1.151, -0.701], [-0.437, -0.262, 0.091]], "lowdin_charge": [-0.534, 0.046, -0.237, -0.146, 0.785, 0.087], "orbital_gap_ev": [8.4, 10.4], "spin_multiplicity": 3}

[3]
{"formula": "C4H9NO", "method": "ωB97M-V with the def2-TZVPD basis set", "species": ["C", "C", "C", "C", "N", "O", "H", "H", "H", "H", "H", "H", "H", "H", "H"], "coordinates": [[-0.950, 0.944, -1.858], [-0.786, -0.094, -0.753], [0.457, 0.113, 0.112], [0.310, -0.614, 1.446], [1.468, -0.962, 2.081], [-0.777, -0.881, 1.927], [-1.889, 0.784, -2.399], [-0.133, 0.906, -2.588], [-0.979, 1.957, -1.439], [-1.651, -0.070, -0.084], [-0.761, -1.103, -1.184], [1.372, -0.205, -0.405], [0.582, 1.184, 0.332], [1.367, -1.352, 3.006], [2.369, -0.609, 1.806]], "lowdin_charge": [-0.119, -0.266, -0.138, -0.543, 0.147, 0.042, 0.070, 0.071, 0.072, 0.104, 0.115, 0.116, 0.124, 0.106, 0.097], "smiles": "CCCC(N)=O", "orbital_gap_ev": 10.7, "relative_energy_ev": 0.0787}

[4]
{"formula": "C9H20NOP", "method": "ωB97M-V with the def2-TZVPD basis set", "species": ["C", "P", "C", "O", "C", "C", "N", "C", "C", "C", "C", "C", "H", "H", "H", "H", "H", "H", "H", "H", "H", "H", "H", "H", "H", "H", "H", "H", "H", "H", "H", "H"], "coordinates": [[-2.975, 0.606, -0.915], [-1.417, 0.250, -0.079], [-1.636, 0.893, 1.610], [-1.477, -1.386, 0.311], [-2.540, -2.162, -0.231], [0.738, 0.651, -0.080], [1.213, 1.774, -0.179], [0.468, 2.975, -0.545], [1.593, -0.465, 0.001], [1.241, -1.504, -1.107], [1.555, -1.271, 1.367], [3.143, 0.076, -0.194], [-2.885, 0.391, -1.943], [-3.056, 1.732, -0.819], [-0.894, 0.447, 2.285], [-2.558, 0.666, 2.080], [-1.445, 2.029, 1.602], [-3.267, -1.411, -0.651], [-2.951, -2.756, 0.638], [-2.072, -2.745, -1.030], [0.539, 3.839, 0.090], [-0.575, 2.778, -0.771], [0.832, 3.266, -1.538], [0.187, -1.190, -1.485], [1.975, -1.343, -1.996], [1.294, -2.531, -0.850], [1.775, -0.706, 2.204], [0.480, -1.535, 1.540], [2.160, -2.099, 1.358], [3.834, -0.755, -0.135], [3.493, 0.658, -1.121], [3.230, 0.829, 0.586]], "lowdin_charge": [-0.253, 0.868, -0.208, -0.417, -0.143, -0.304, 0.024, -0.097, -0.523, -0.044, -0.023, -0.048, -0.051, -0.004, 0.044, 0.034, 0.076, 0.039, 0.105, 0.079, 0.073, 0.044, 0.086, 0.076, 0.109, 0.060, 0.053, 0.081, 0.051, 0.062, 0.096, 0.058], "smiles": "C=[P@@](C)(OC)/C(=N\\C)C(C)(C)C", "orbital_gap_ev": 8.3, "relative_energy_ev": 2.9594}

[5]
{"formula": "C18H20MoN4O5S", "method": "ωB97M-V with the def2-TZVPD basis set", "species": ["Mo", "C", "O", "C", "C", "C", "C", "C", "C", "O", "C", "O", "C", "H", "H", "H", "H", "H", "H", "H", "H", "H", "O", "N", "C", "C", "C", "C", "C", "S", "H", "H", "H", "H", "C", "N", "C", "C", "O", "N", "C", "N", "H", "H", "H", "H", "H", "H", "H"], "coordinates": [[-0.259, 0.213, 0.045], [0.181, -6.604, -0.941], [1.472, -5.972, -0.975], [1.648, -4.704, -0.788], [2.999, -4.256, -0.820], [3.303, -2.954, -0.590], [2.288, -1.995, -0.324], [2.580, -0.668, 0.023], [3.959, -0.125, 0.108], [1.596, 0.138, 0.327], [0.930, -2.452, -0.371], [-0.051, -1.535, -0.203], [0.612, -3.767, -0.583], [0.370, -7.654, -0.748], [-0.301, -6.501, -1.913], [-0.455, -6.196, -0.157], [3.771, -4.986, -1.025], [4.337, -2.639, -0.602], [4.576, -0.717, 0.784], [3.933, 0.902, 0.462], [4.436, -0.150, -0.875], [-0.430, -4.056, -0.614], [-2.044, 0.492, -0.511], [-3.187, 0.417, 0.196], [-4.370, 0.539, -0.435], [-5.525, 0.445, 0.295], [-5.451, 0.221, 1.672], [-4.217, 0.104, 2.289], [-3.066, 0.205, 1.525], [-1.441, 0.101, 2.152], [-4.333, 0.697, -1.504], [-6.476, 0.543, -0.209], [-6.355, 0.136, 2.261], [-4.128, -0.070, 3.353], [1.034, 5.889, -0.049], [0.687, 4.484, -0.251], [0.724, 3.823, -1.549], [0.337, 2.435, -1.143], [0.236, 1.374, -1.796], [0.085, 2.378, 0.173], [0.331, 3.626, 0.693], [0.215, 3.913, 1.971], [1.246, 6.340, -1.014], [1.922, 5.985, 0.576], [0.205, 6.437, 0.400], [1.713, 3.861, -2.012], [0.009, 4.251, -2.258], [-0.049, 3.207, 2.638], [0.405, 4.842, 2.316]], "lowdin_charge": [1.761, 0.019, 0.024, -0.219, 0.079, 0.048, -0.083, -0.247, 0.038, -0.213, -0.203, -0.214, 0.113, 0.116, 0.118, 0.099, 0.152, 0.139, 0.120, 0.101, 0.124, 0.138, -0.290, -0.138, 0.048, 0.025, 0.032, -0.021, -0.565, 0.800, 0.164, 0.142, 0.144, 0.137, 0.032, -0.055, 0.030, -0.433, 0.008, 0.031, -0.337, 0.275, 0.113, 0.115, 0.113, 0.171, 0.173, 0.131, 0.143], "total_charge": 3, "orbital_gap_ev": [6.1, 6.1], "spin_multiplicity": 2, "relative_energy_ev": 0.0000}

[6]
{"formula": "C3H4Cl2", "method": "ωB97M-V with the def2-TZVPD basis set", "species": ["C", "C", "C", "Cl", "Cl", "H", "H", "H", "H"], "coordinates": [[-0.112, -0.476, -0.136], [-0.735, 0.786, -0.712], [0.988, -0.161, 0.882], [0.009, 1.508, -2.056], [0.570, -0.106, 2.525], [-0.883, -1.062, 0.362], [0.302, -1.068, -0.951], [-1.178, 1.501, -0.033], [1.731, 0.577, 0.606]], "lowdin_charge": [-0.377, -0.565, -0.563, 0.614, 0.612, 0.091, 0.092, 0.049, 0.047], "orbital_gap_ev": [8.3, 8.3], "relative_energy_ev": 2.5786}